{
  "formula": "C18H15ClN4O3",
  "method": "ωB97M-V with the def2-TZVPD basis set",
  "symbols": ["Cl", "O", "O", "O", "N", "N", "N", "N", "C", "C", "C", "C", "C", "C", "C", "C", "C", "C", "C", "C", "C", "C", "C", "C", "C", "C", "H", "H", "H", "H", "H", "H", "H", "H", "H", "H", "H", "H", "H", "H", "H"],
  "xyz": [[-4.72928, -0.51165, 4.41800], [-2.30557, 3.26385, -3.59543], [-1.87668, -0.40263, 4.84058], [-0.89724, -0.99666, 3.10615], [-3.07049, 2.88828, -1.41902], [-1.62701, 1.25799, -1.03040], [-1.72178, -0.36659, 3.60035], [3.59049, -1.97839, -0.03417], [1.14787, 0.69711, -0.66589], [-4.09282, 0.33415, 3.15286], [-2.13224, 0.91935, 1.67027], [-2.20947, 2.70137, -2.46604], [2.64362, -1.21960, -0.73790], [1.85070, -0.24962, -0.00885], [-3.09629, 1.51330, 0.75253], [-2.69244, 0.38520, 2.87941], [-4.54973, 1.38246, 1.00119], [0.93740, 0.55834, -2.04331], [-2.64396, 1.92087, -0.56882], [0.00661, 1.45431, -2.78492], [-1.19276, 1.77444, -2.21147], [-4.98101, 0.70867, 2.15623], [4.45230, -1.18440, 0.82129], [1.52215, -0.51113, -2.75831], [2.36221, -1.40908, -2.13934], [4.24969, -3.20316, -0.67963], [1.95238, -0.35205, 1.10192], [4.74446, -3.82903, 0.00848], [3.51053, -3.81767, -1.13119], [-6.00315, 0.70980, 2.24297], [2.94786, -2.18123, -2.66927], [4.14938, -0.25006, 1.20918], [-1.38182, 0.33556, -0.72349], [4.74950, -1.75690, 1.76595], [-5.25916, 1.69375, 0.31035], [0.60605, 1.48916, -0.14090], [-1.06023, 0.94974, 1.46843], [1.34907, -0.57130, -3.83334], [5.08586, -3.04527, -1.32374], [5.41075, -0.84163, 0.30804], [0.25426, 1.74032, -3.84871]],
  "forces_ev_per_angstrom": [[-0.66, -0.85, 1.85], [0.06, -0.84, 2.60], [-0.34, 0.83, -0.82], [3.79, -2.24, -3.83], [0.21, -1.65, 2.40], [2.31, -2.69, 1.15], [-3.21, 0.89, 6.44], [0.38, -0.55, -0.66], [-1.32, 0.33, -0.52], [1.82, -0.30, -1.90], [-3.78, 1.16, -0.13], [-1.87, 4.20, -6.18], [-1.21, -0.22, -1.01], [2.53, -2.09, 1.08], [-1.80, -1.41, 1.56], [0.02, 0.90, -2.88], [4.30, -1.21, 1.98], [-0.24, -0.15, -1.45], [-1.98, 2.54, -0.50], [-0.77, 0.00, -0.22], [3.18, -1.57, -0.70], [2.47, 2.45, -1.70], [3.02, -1.48, 0.93], [-0.20, 0.80, 0.12], [1.41, -0.10, 1.85], [-0.94, 1.96, 0.90], [-0.24, 0.65, -1.11], [0.04, -0.48, 1.83], [-0.73, -0.23, -0.58], [-2.25, -0.66, 0.82], [-0.64, 0.57, 0.13], [-1.52, 0.79, 0.02], [0.27, -0.10, 0.30], [-0.24, 0.45, -1.38], [-0.90, 0.69, -1.32], [0.43, -0.25, -0.08], [-0.43, -0.21, 0.22], [-0.04, -0.07, 0.26], [0.27, 1.04, -1.20], [-0.75, -0.87, 0.26], [-0.46, -0.02, 1.48]],
  "total_energy_ha": -1599.6454,
  "lumo_energy_ev": -1.2,
  "homo_ev": -7.85,
  "homo_lumo_gap_ev": 6.6748,
  "smiles": "CN(C)c1ccc(/C=C2\\NC(c3ccc(Cl)c([N+](=O)[O-])c3)=NC2=O)cc1"
}